Computed, not measured: a structure of composition C35H45AsCl5F2GeN2PReSe, with wB97M-V/def2-TZVPD.

Structure (XYZ):
```
94
Properties=species:S:1:pos:R:3
Re -0.936 -0.168 -0.055
N -2.679 2.324 0.793
P -1.757 1.264 1.761
C -0.887 2.340 2.925
C -1.638 3.235 3.693
C -1.010 4.069 4.599
C 0.370 4.000 4.771
C 1.117 3.089 4.039
C 0.488 2.263 3.116
C -2.942 0.455 2.859
C -4.321 0.622 2.765
C -5.159 -0.031 3.659
C -4.626 -0.854 4.639
C -3.249 -1.019 4.739
C -2.409 -0.364 3.856
C -2.446 2.438 -0.553
C -2.968 3.510 -1.285
C -2.683 3.610 -2.625
C -1.864 2.649 -3.233
C -1.394 1.624 -2.466
N -1.687 1.492 -1.144
H -3.174 3.092 1.217
H -2.721 3.265 3.610
H -1.597 4.763 5.188
H 0.857 4.648 5.489
H 2.188 3.014 4.189
H 1.071 1.523 2.572
H -4.754 1.254 1.999
H -6.231 0.104 3.584
H -5.283 -1.366 5.332
H -2.830 -1.653 5.510
H -1.334 -0.481 3.961
H -3.582 4.246 -0.782
H -3.080 4.436 -3.203
H -1.612 2.701 -4.282
H -0.760 0.850 -2.877
Cl 4.501 1.274 1.553
C 3.492 0.052 2.222
C 2.279 -0.282 1.637
C 1.520 -1.258 2.202
Cl -0.092 -1.799 1.518
C 1.871 -1.910 3.377
Cl 0.868 -3.111 4.074
C 3.079 -1.563 3.976
Cl 3.569 -2.344 5.411
C 3.893 -0.579 3.401
Cl 5.365 -0.150 4.155
F -3.110 -1.978 0.552
C -2.981 -0.751 -0.094
F -3.397 -0.945 -1.419
H -3.746 -0.110 0.332
C -2.086 -1.288 -4.284
C -0.724 -1.699 -3.730
As -0.647 -2.114 -1.812
C 1.139 -2.918 -1.574
C 1.719 -3.628 -2.789
C -1.617 -3.810 -1.627
C -3.108 -3.922 -1.919
H -1.973 -0.909 -5.301
H -2.580 -0.523 -3.685
H -2.760 -2.139 -4.333
H 0.033 -0.936 -3.919
H -0.373 -2.598 -4.234
H 1.013 -3.613 -0.745
H 1.827 -2.156 -1.214
H 1.031 -4.362 -3.210
H 2.627 -4.165 -2.513
H 1.981 -2.927 -3.583
H -1.387 -4.141 -0.614
H -1.059 -4.463 -2.297
H -3.714 -3.469 -1.142
H -3.368 -4.980 -1.980
H -3.381 -3.467 -2.867
C 5.139 1.773 -2.217
Ge 4.159 0.112 -2.495
C 4.200 -0.411 -4.370
C 4.709 -1.331 -1.299
C 2.205 0.446 -2.131
Se 1.479 0.526 -0.274
C 1.786 2.425 -0.034
H 6.168 1.648 -2.563
H 5.180 2.057 -1.170
H 4.697 2.590 -2.791
H 5.225 -0.643 -4.670
H 3.837 0.394 -5.012
H 3.592 -1.299 -4.546
H 5.795 -1.442 -1.334
H 4.267 -2.285 -1.593
H 4.437 -1.126 -0.263
H 1.611 -0.353 -2.567
H 1.872 1.402 -2.548
H 2.801 2.670 -0.316
H 1.586 2.692 1.006
H 1.066 2.897 -0.698
```

Properties
* E_tot: -302157.658 eV
* LUMO level (spin up / spin down): -6.717 / -6.825 eV
* ⟨S²⟩: 0.804
* strongest force on any atom: 1.73 eV Å⁻¹
* frontier orbital gap (spin up / spin down): 0.249 / 0.221 Ha
* multiplicity: 2
* total charge: +2


Computed, not measured: a cluster of 9 separate species, C35H45F8NO28S in total, with wB97M-V/def2-TZVPD.

Structure (XYZ):
```
118
Properties=species:S:1:pos:R:3
C -0.683 2.313 1.595
O -1.253 0.940 1.451
C -2.475 1.041 0.637
C -2.265 0.586 -0.942
S -3.984 0.006 -1.539
O -1.398 -0.598 -1.041
C -0.017 -0.253 -1.418
O 0.882 0.369 -0.641
C 0.467 -0.694 -2.933
C 1.038 -2.264 -2.965
C -0.197 -3.342 -2.912
C -0.103 -4.394 -1.623
N 0.141 -3.722 -0.300
C 1.343 -4.255 0.439
C -1.083 -3.573 0.559
C -2.339 -4.614 0.712
O -1.139 -2.461 1.344
H -0.535 2.806 0.534
H 0.369 2.259 2.148
H -1.394 2.988 2.261
H -3.294 0.344 1.116
H -2.878 2.144 0.669
H -1.837 1.447 -1.619
H -4.343 -1.022 -0.614
H -0.424 -0.522 -3.680
H 1.334 0.037 -3.257
H 1.872 -2.451 -2.151
H 1.548 -2.367 -4.038
H -1.269 -2.867 -2.935
H -0.077 -4.035 -3.876
H 0.864 -5.056 -1.850
H -1.009 -5.131 -1.671
H 1.275 -5.418 0.567
H 2.286 -4.059 -0.266
H 1.577 -3.681 1.450
H -2.731 -5.020 -0.339
H -3.252 -3.972 1.137
H -2.127 -5.491 1.459
O -6.171 -3.758 0.269
C -6.221 -3.709 1.487
O -6.773 -2.673 2.191
C -6.752 -3.059 3.551
C -5.657 -4.069 3.583
F -5.900 -5.014 4.519
O -5.729 -4.675 2.312
H -7.725 -3.480 3.824
H -6.547 -2.202 4.198
H -4.658 -3.644 3.733
O 5.560 -3.717 3.547
C 4.501 -3.202 3.868
O 3.380 -3.203 3.085
C 2.349 -2.630 3.864
C 3.107 -1.815 4.855
F 2.449 -1.755 6.035
O 4.294 -2.550 5.046
H 1.761 -3.427 4.332
H 1.683 -2.020 3.247
H 3.351 -0.804 4.512
O 7.202 2.346 -0.017
C 6.111 2.197 -0.541
O 4.921 2.272 0.130
C 3.905 2.176 -0.848
C 4.597 1.475 -1.966
F 4.104 1.870 -3.161
O 5.929 1.927 -1.864
H 3.568 3.181 -1.121
H 3.049 1.610 -0.469
H 4.573 0.383 -1.895
O -8.329 -8.004 -3.485
C -7.828 -6.910 -3.287
O -8.356 -5.964 -2.452
C -7.417 -4.909 -2.399
C -6.663 -5.083 -3.673
F -5.378 -4.687 -3.531
O -6.678 -6.478 -3.877
H -6.785 -5.029 -1.513
H -7.920 -3.939 -2.343
H -7.115 -4.581 -4.535
O 1.781 5.367 0.902
C 2.905 5.826 0.787
O 3.438 6.770 1.621
C 4.788 6.930 1.232
C 4.773 6.466 -0.185
F 5.954 5.898 -0.518
O 3.781 5.465 -0.193
H 5.426 6.314 1.873
H 5.101 7.974 1.324
H 4.516 7.245 -0.910
O -5.312 2.700 0.752
C -6.404 2.551 0.228
O -7.594 2.626 0.899
C -8.610 2.530 -0.078
C -7.917 1.829 -1.197
F -8.411 2.224 -2.392
O -6.586 2.281 -1.095
H -8.947 3.535 -0.352
H -9.466 1.964 0.300
H -7.942 0.736 -1.126
O 2.965 -4.402 -3.833
C 4.090 -3.944 -3.948
O 4.623 -2.999 -3.115
C 5.972 -2.839 -3.504
C 5.958 -3.303 -4.920
F 7.138 -3.871 -5.253
O 4.965 -4.304 -4.928
H 6.611 -3.455 -2.862
H 6.286 -1.795 -3.411
H 5.701 -2.524 -5.645
O 6.131 9.377 1.176
C 6.159 10.035 2.202
O 7.306 10.371 2.868
C 6.920 11.235 3.917
C 5.488 10.877 4.122
F 4.775 11.950 4.529
O 5.050 10.518 2.831
H 7.055 12.275 3.599
H 7.524 11.061 4.811
H 5.328 10.040 4.810
```

Properties
* E_tot: -128412.234 eV
* LUMO level: 0.106 eV
* structure (SMILES): COC[C@H](S)OC(=O)CCCCN(C)C(C)=O.O=C1OC[C@@H](F)O1.O=C1OC[C@@H](F)O1.O=C1OC[C@@H](F)O1.O=C1OC[C@@H](F)O1.O=C1OC[C@@H](F)O1.O=C1OC[C@@H](F)O1.O=C1OC[C@@H](F)O1.O=C1OC[C@@H](F)O1
* strongest force on any atom: 8.34 eV Å⁻¹
* frontier orbital gap: 0.335 Ha


Computed, not measured: a structure of composition C35H46Ba2N5O9, with wB97M-V/def2-TZVPD.

Structure (XYZ):
```
97
Properties=species:S:1:pos:R:3
Ba 0.005 -0.212 -0.295
Ba 2.157 -2.809 -2.984
C -1.364 -0.285 -3.993
C -1.413 -1.599 -3.370
C -1.568 -2.711 -4.396
O -0.355 -1.924 -2.440
H -0.589 -0.167 -4.750
H -1.451 0.566 -3.317
H -2.222 -0.067 -4.628
H -2.390 -1.405 -2.927
H -1.641 -3.709 -3.963
H -0.726 -2.821 -5.079
H -2.351 -2.580 -5.143
C 4.241 1.096 -2.591
C 2.771 0.916 -2.277
C 1.810 2.188 -2.140
O 0.599 1.982 -1.711
C 2.525 3.509 -2.136
C 3.886 3.601 -2.299
C 4.767 2.345 -2.564
O 6.092 2.418 -2.599
O 4.466 4.768 -2.143
O 2.152 -0.194 -2.279
H 4.916 0.253 -2.567
H 2.088 4.387 -1.683
C 2.945 -3.739 0.984
C 2.341 -2.403 0.656
C 2.403 -1.280 1.857
O 1.721 -0.286 1.664
C 3.298 -1.595 2.992
C 3.852 -2.834 3.145
C 3.614 -3.925 2.115
O 4.178 -5.140 2.304
O 4.488 -3.020 4.301
O 1.749 -2.248 -0.424
H 2.868 -4.588 0.321
H 3.479 -0.794 3.693
C -1.375 4.394 -1.692
C -2.862 4.656 -1.634
C -3.331 5.297 -2.928
C -3.424 4.366 -4.073
N -3.539 3.617 -4.970
H -1.024 3.854 -2.572
H -1.134 3.875 -0.764
H -0.908 5.379 -1.692
H -3.008 5.263 -0.741
H -3.291 3.666 -1.481
H -2.685 6.128 -3.212
H -4.304 5.780 -2.840
C 6.148 -1.834 0.077
C 5.728 -0.555 0.799
C 6.492 -0.423 2.148
C 7.982 -0.423 1.904
N 9.145 -0.383 1.697
H 6.298 -2.599 0.839
H 7.164 -1.683 -0.287
H 5.543 -2.110 -0.787
H 4.692 -0.497 1.132
H 5.813 0.280 0.104
H 6.244 -1.182 2.890
H 6.218 0.601 2.401
C -5.827 -1.024 -1.388
C -5.429 -0.241 -2.672
C -4.528 1.077 -2.367
C -3.477 0.893 -1.274
N -2.642 0.751 -0.490
H -6.685 -1.632 -1.674
H -6.094 -0.277 -0.640
H -5.038 -1.636 -0.950
H -6.325 -0.125 -3.281
H -4.821 -0.974 -3.203
H -5.297 1.790 -2.069
H -4.087 1.624 -3.201
C -4.133 -0.063 3.451
C -4.433 -1.584 3.668
C -4.158 -2.561 2.475
C -2.973 -2.347 1.584
N -2.055 -2.123 0.873
H -3.204 0.134 2.917
H -3.820 0.419 4.377
H -5.002 0.519 3.145
H -5.463 -1.763 3.976
H -3.965 -2.042 4.540
H -5.097 -2.636 1.926
H -4.211 -3.552 2.927
C -0.782 -1.617 4.677
C 0.464 -0.677 4.898
C 0.387 0.855 4.539
C -0.389 1.135 3.276
N -0.967 1.364 2.255
H -0.417 -2.517 5.171
H -1.096 -1.849 3.659
H -1.634 -1.265 5.260
H 1.075 -1.087 4.093
H 1.029 -0.805 5.821
H 1.334 1.377 4.677
H -0.164 1.293 5.371
```

Properties
* E_tot: -64304.926 eV
* LUMO level: 0.187 eV
* strongest force on any atom: 8.50 eV Å⁻¹
* frontier orbital gap: 0.166 Ha
* total charge: -1


Computed, not measured: a structure of composition C35H46CoN6O3P2, with wB97M-V/def2-TZVPD.

Structure (XYZ):
```
93
Properties=species:S:1:pos:R:3
Co 0.259 0.232 -0.338
C 0.097 -1.988 -1.178
C 1.322 -1.347 -1.310
C 1.925 -0.804 -2.586
C 1.787 0.718 -2.767
C 0.593 1.278 -2.053
C -0.707 0.718 -2.044
C -1.135 -0.496 -2.821
C -1.145 -1.781 -1.957
C -0.120 1.905 0.486
H 0.048 -2.817 -0.465
H 2.084 -1.580 -0.549
H 1.531 -1.348 -3.455
H 2.999 -1.039 -2.549
H 2.682 1.205 -2.340
H 1.784 0.981 -3.839
H 0.676 2.348 -1.833
H -1.526 1.370 -1.698
H -0.488 -0.645 -3.696
H -2.162 -0.327 -3.179
H -1.975 -1.719 -1.226
H -1.359 -2.651 -2.595
H -0.927 1.774 1.223
H -0.341 2.762 -0.166
H 0.823 2.095 1.023
P 4.257 2.849 -6.453
P 5.687 0.002 -5.593
N 2.868 3.365 -7.393
N 5.261 4.349 -6.850
N 4.645 -1.244 -6.301
N 7.139 -1.038 -5.476
C 5.036 1.763 -7.745
C 6.137 0.833 -7.196
C 1.553 3.295 -6.897
C 0.675 3.714 -7.888
C 1.462 4.049 -9.041
C 2.791 3.792 -8.724
C 5.800 5.190 -5.867
C 6.607 6.155 -6.472
C 6.545 5.926 -7.882
C 5.750 4.799 -8.077
C 3.433 -1.610 -5.700
C 2.736 -2.458 -6.553
C 3.549 -2.642 -7.716
C 4.690 -1.869 -7.548
C 7.649 -2.009 -6.347
C 8.934 -2.359 -5.945
C 9.247 -1.565 -4.791
C 8.146 -0.761 -4.534
H 5.486 2.393 -8.523
H 4.226 1.185 -8.220
H 6.373 0.077 -7.960
H 7.070 1.394 -7.005
H 1.379 2.957 -5.887
H -0.402 3.778 -7.814
H 1.102 4.447 -9.980
H 3.672 3.874 -9.338
H 5.559 5.032 -4.830
H 7.186 6.926 -5.977
H 7.009 6.505 -8.668
H 5.521 4.290 -9.000
H 3.197 -1.235 -4.719
H 1.758 -2.891 -6.376
H 3.338 -3.270 -8.571
H 5.520 -1.721 -8.223
H 7.058 -2.398 -7.157
H 9.571 -3.093 -6.421
H 10.171 -1.592 -4.229
H 7.968 -0.026 -3.767
C -1.304 -4.325 2.707
C -2.132 -3.178 3.251
C -1.442 -1.789 3.231
C -2.349 -0.743 3.934
C -3.794 -0.782 3.457
C -0.116 -1.857 4.001
O -0.034 -2.291 5.145
N 1.019 -1.402 3.364
C 1.141 -0.812 2.101
O 2.246 -0.429 1.712
N -0.031 -0.730 1.381
C -1.199 -1.328 1.772
O -2.122 -1.474 0.949
H -1.033 -4.141 1.662
H -1.895 -5.248 2.745
H -0.398 -4.475 3.304
H -3.065 -3.106 2.681
H -2.416 -3.383 4.292
H -2.312 -0.938 5.016
H -1.912 0.255 3.772
H -4.339 -1.590 3.960
H -4.288 0.162 3.701
H -3.825 -0.940 2.373
H 1.875 -1.424 3.907
```

Properties
* E_tot: -108326.331 eV
* LUMO level (spin up / spin down): -0.083 / -0.141 eV
* ⟨S²⟩: 3.784
* strongest force on any atom: 3.25 eV Å⁻¹
* frontier orbital gap (spin up / spin down): 0.246 / 0.306 Ha
* multiplicity: 4